{"formula": "H21O11", "method": "ωB97M-V/def2-TZVPD", "elements": ["O", "H", "H", "O", "H", "H", "O", "H", "H", "O", "H", "H", "O", "H", "H", "O", "H", "H", "O", "H", "O", "H", "H", "O", "H", "H", "O", "H", "H", "O", "H", "H"], "coordinates": [[1.03538, 3.69044, 2.18752], [0.46148, 3.93389, 1.62055], [1.01318, 2.72510, 1.98747], [4.21160, -0.69068, -0.32021], [3.93783, -0.31657, 0.51659], [3.89799, -0.16789, -1.07182], [0.24129, 2.00004, -2.73397], [-2.39261, 0.53344, 2.19984], [1.08858, -2.91273, -2.11729], [0.32700, 1.54900, 0.33369], [0.65541, 1.59706, -0.58519], [-0.66706, 0.79786, -0.27983], [-3.28975, 1.52579, -1.05183], [-3.07861, -2.60763, 1.19876], [1.10765, 0.33618, 0.57244], [0.09608, -3.29444, -2.12044], [-0.20194, -3.83851, -2.92158], [1.79591, -0.87634, 1.49109], [2.03735, -0.40024, 0.74362], [-0.38628, 2.23281, -1.99473], [-3.07213, 0.87438, 2.86090], [-0.20430, 1.23669, -2.93849], [-2.72988, 0.43050, 3.66153], [1.97045, -2.50690, -0.61471], [2.98556, -2.36301, -0.29705], [1.55542, -1.82923, -0.06956], [-2.58284, -2.01866, 1.71122], [-2.74749, 2.03254, -0.32280], [-1.75618, -1.82921, 1.31427], [-1.17808, 0.20839, -1.16349], [-3.14667, 0.66436, -0.93033], [-0.98432, -0.71640, -0.86617]], "forces_ev_per_angstrom": [[6.0910, -3.9056, 6.0475], [-6.4295, 3.2657, -6.3446], [0.3576, 0.6442, 0.1585], [1.9771, -0.7483, -1.0036], [-0.7533, 0.4978, -0.3359], [-0.2566, -0.0069, 0.8338], [0.3039, 3.3815, 2.0182], [-1.5099, 0.7529, 0.8851], [-2.9665, -1.5345, -0.0522], [-0.0158, -1.3245, -0.4296], [0.3686, 0.4481, 0.5491], [-0.5588, -0.7349, -1.6282], [-0.6023, 7.8293, 1.3658], [-0.7350, -1.2263, -1.4387], [1.9490, -0.1473, 0.4880], [1.1135, -0.1676, -1.4992], [1.4053, 1.5349, 1.6102], [-0.6419, -1.1951, 2.4967], [-2.5418, 3.1521, -1.3738], [1.0274, 0.3019, -0.9410], [1.9034, -1.0340, -0.5194], [-1.3488, -3.5317, -1.1894], [-0.4888, 0.3757, -0.3656], [3.9275, -0.9308, 0.7586], [-3.4922, -0.1512, -1.4804], [0.0772, 0.5805, -0.2281], [-0.1784, 1.2436, 2.3501], [-1.6216, -1.9161, -2.2431], [1.0392, -0.0722, -0.9700], [1.1177, -1.1529, 2.5224], [1.5843, -5.1804, 0.7948], [-0.1016, 0.9520, -0.8361]], "lowdin_charge": [-0.01, -0.11, 0.04, -0.09, 0.01, 0.05, -0.06, 0.04, 0.07, -0.29, -0.01, 0.03, -0.08, 0.01, 0.10, -0.20, 0.04, -0.01, -0.20, 0.05, -0.10, -0.03, 0.03, -0.16, 0.11, -0.02, -0.01, 0.10, 0.01, -0.25, -0.09, 0.02], "multiplicity": 1, "charge": -1, "homo_energy_ev": -6.51, "gap_ev": 9.3}